Entry 1:
DFT (the ωB97M-V functional and the def2-TZVPD basis) results for the ion C7H8FO2 with charge -1 in a non-equilibrium geometry.

Geometry as XYZ:
```
18
Properties=species:S:1:pos:R:3:lowdin_charge:R:1
O -3.114 -2.009 -0.104 -0.07
C -3.141 -0.782 0.104 -0.68
O -3.904 -0.018 0.630 -0.01
C -1.658 -0.088 -0.201 -0.21
C -0.559 -0.927 -0.813 -0.18
C 0.762 -0.484 -0.242 -0.22
C 0.461 0.396 0.970 -0.18
C -0.959 0.769 0.765 -0.21
C -1.403 1.421 -0.567 -0.18
F -2.294 2.450 -0.634 0.00
H -0.480 -0.752 -1.842 0.09
H -0.699 -2.021 -0.636 0.12
H 1.333 0.389 -0.960 0.14
H 1.523 -1.380 -0.215 0.12
H 0.408 -0.353 1.797 0.12
H 1.201 1.143 1.090 0.09
H -1.670 1.033 1.518 0.14
H -0.569 1.596 -1.261 0.13
```

Output
energy	-521.865118	Eh
SMILES	O=C([O-])[C@]12CCC[C@H]1[C@@H]2F
energy above the lowest of the compared OMol25 structures with the same formula, charge and spin	7.9	kcal per mole
HOMO energy	-4.1	eV
net charge	-1
max |F|	0.089	Eh/bohr


Entry 2:
DFT (the ωB97M-V functional and the def2-TZVPD basis) results for the ion C7H8I2N3 with charge +1 in a non-equilibrium geometry.

Geometry as XYZ:
```
20
Properties=species:S:1:pos:R:3:mulliken_spin:R:1
C 0.273 1.930 -2.255 0.17
C -0.872 0.168 0.807 0.21
C -0.779 1.310 -2.751 0.00
C 0.855 1.392 -1.018 -0.01
C -1.901 0.235 -0.053 -0.06
C 0.777 0.124 -0.776 0.02
C 0.316 -1.895 0.574 0.01
N -1.365 0.125 -2.370 0.77
N -1.859 -0.205 -1.309 0.72
N 0.431 -0.463 0.492 0.00
I 0.799 2.682 0.747 0.04
I -3.726 1.385 0.237 0.12
H 0.583 2.836 -2.714 0.01
H -1.030 0.332 1.838 0.01
H -1.307 1.655 -3.616 0.01
H 0.991 -0.472 -1.700 -0.01
H -0.240 -2.256 -0.216 0.00
H 1.363 -2.379 0.280 0.00
H 0.032 -2.259 1.559 0.00
H 1.008 -0.014 1.229 0.00
```

Output
energy	-1030.663655	Eh
multiplicity	3
HOMO energy (spin up / spin down)	-11.2 / -12.7	eV
net charge	+1
max |F|	0.101	Eh/bohr


Entry 3:
DFT (the ωB97M-V functional and the def2-TZVPD basis) results for an isolated molecule of C7H8N2O2 in a non-equilibrium geometry.

Geometry as XYZ:
```
19
Properties=species:S:1:pos:R:3:lowdin_charge:R:1
N 2.504 -1.211 -1.775 0.07
C 1.306 -0.770 -1.111 -0.29
C 0.439 0.038 -1.833 -0.03
C -0.605 0.702 -1.212 -0.04
C -0.795 0.504 0.124 -0.15
C -1.921 1.248 0.884 -0.40
O -2.821 1.814 0.313 0.11
O -1.807 1.285 2.296 0.05
C 0.055 -0.365 0.806 0.01
C 1.145 -0.993 0.222 -0.29
N 1.999 -1.810 0.987 0.10
H 2.684 -2.241 -1.670 0.10
H 2.386 -0.899 -2.773 0.09
H 0.682 0.210 -2.905 0.12
H -1.094 1.502 -1.827 0.14
H -0.913 0.966 2.608 0.11
H -0.144 -0.634 1.833 0.11
H 1.478 -2.367 1.657 0.09
H 2.684 -2.379 0.447 0.09
```

Output
energy	-531.545123	Eh
SMILES	Nc1ccc(C(=O)O)cc1N
energy above the lowest of the compared OMol25 structures with the same formula, charge and spin	8.8	kcal per mole
HOMO energy	-8.5	eV
max |F|	0.055	Eh/bohr


Entry 4:
DFT (the ωB97M-V functional and the def2-TZVPD basis) results for a structure of composition C7H8N2O2S in a non-equilibrium geometry.

Geometry as XYZ:
```
20
Properties=species:S:1:pos:R:3:lowdin_charge:R:1
C -2.216 -2.752 1.202 -0.37
C -1.344 -0.358 0.107 -0.23
C -0.258 -0.158 -0.587 -0.30
C 0.774 1.019 -0.333 -0.20
C 1.892 1.040 -1.129 0.01
C 2.576 2.891 0.204 -0.09
C 1.298 2.832 0.728 -0.16
H -2.095 -4.044 0.610 0.18
H -1.047 -2.315 1.653 0.12
H -3.058 -2.262 2.051 0.11
H -1.856 0.504 0.443 0.07
H -0.467 -1.818 -1.731 0.08
H 2.154 0.219 -1.705 0.09
H 3.337 3.617 0.363 0.10
H 0.937 3.384 1.494 0.08
N 2.966 1.936 -0.689 0.10
N 0.503 1.847 0.663 0.13
O -1.880 -2.618 -1.636 -0.58
O 0.275 -1.167 -1.372 -0.03
S -2.492 -1.795 -0.337 0.90
```

Output
energy	-929.493306	Eh
energy above the lowest of the compared OMol25 structures with the same formula, charge and spin	161.0	kcal per mole
HOMO energy	-9.2	eV
max |F|	0.117	Eh/bohr


Entry 5:
DFT (the ωB97M-V functional and the def2-TZVPD basis) results for an isolated molecule of C7H8N2O2S in a non-equilibrium geometry.

Geometry as XYZ:
```
20
Properties=species:S:1:pos:R:3:lowdin_charge:R:1
C 0.106 -2.669 -0.317 -0.06
C 0.721 -1.902 0.645 -0.08
C -0.562 -2.166 -1.467 -0.05
C 0.746 -0.620 0.367 -0.08
C -0.512 -0.808 -1.707 0.00
C 0.181 0.011 -0.747 -0.13
C 0.370 1.477 -0.918 -0.37
N 0.209 2.005 -2.089 0.18
N -1.095 1.710 2.194 -0.20
O 1.255 1.626 2.635 -0.47
O 0.466 2.339 0.172 -0.32
S 0.364 2.494 1.870 0.94
H -0.017 -3.706 -0.238 0.08
H 1.139 -2.204 1.488 0.07
H -0.977 -2.917 -2.135 0.11
H 1.281 0.138 1.076 0.12
H -0.882 -0.441 -2.571 0.07
H 0.275 2.952 -2.093 0.01
H -1.943 2.043 1.670 0.08
H -1.125 0.640 2.164 0.09
```

Output
energy	-929.640887	Eh
energy above the lowest of the compared OMol25 structures with the same formula, charge and spin	68.4	kcal per mole
HOMO energy	-9.2	eV
max |F|	0.136	Eh/bohr


Entry 6:
DFT (the ωB97M-V functional and the def2-TZVPD basis) results for a structure of composition C7H8N2O4RuS in a non-equilibrium geometry.

Geometry as XYZ:
```
23
Properties=species:S:1:pos:R:3:mulliken_spin:R:1
Ru 0.922 -0.897 0.840 2.56
C 1.735 -0.673 2.606 -0.07
O 2.169 -0.423 3.673 0.13
C 1.348 -2.566 -0.017 0.01
O 1.579 -3.572 -0.589 0.01
C 1.792 0.012 -0.664 0.07
O 2.168 0.527 -1.641 0.09
C -0.956 -1.437 0.774 0.07
O -2.077 -1.711 0.582 0.09
C -1.519 -0.588 -3.511 0.43
H -2.552 -0.522 -3.135 0.04
H -1.017 0.286 -3.954 0.04
C -0.802 -1.721 -3.280 0.43
H 0.276 -1.805 -3.574 0.03
H -1.256 -2.610 -2.774 0.03
N 0.729 2.885 1.558 0.04
C -0.229 1.969 1.536 -0.15
N -1.086 1.784 2.555 0.05
S -0.532 1.144 0.059 1.09
H 0.862 3.482 2.371 0.00
H 1.317 2.978 0.752 0.01
H -1.834 1.098 2.447 0.01
H -1.037 2.362 3.387 0.00
```

Output
energy	-1173.704990	Eh
multiplicity	6
HOMO energy (spin up / spin down)	-18.7 / -20.8	eV
net charge	+3
max |F|	0.165	Eh/bohr


Entry 7:
DFT (the ωB97M-V functional and the def2-TZVPD basis) results for an isolated molecule of C7H8N2O5S in a non-equilibrium geometry.

Geometry as XYZ:
```
23
Properties=species:S:1:pos:R:3:lowdin_charge:R:1
C 0.874 2.526 0.666 -0.04
C 1.755 1.585 0.961 -0.29
C 0.292 2.351 -0.717 -0.63
C -1.259 -0.651 -1.370 -0.13
C -0.649 -2.011 -1.201 -0.11
C -1.825 -0.310 0.025 -0.07
C 0.449 -0.834 0.509 -0.50
N 0.816 1.268 -1.317 -0.25
N 1.266 -1.238 1.891 -0.38
O 2.249 -1.861 1.728 0.12
O -0.475 3.098 -1.307 0.04
O 0.770 -0.839 2.886 0.12
O 0.482 -1.922 -0.255 -0.02
O -0.611 -0.052 0.768 -0.04
S 1.817 0.421 -0.351 1.18
H 0.542 3.441 1.235 0.14
H 2.451 1.436 1.836 0.11
H -0.490 -0.013 -1.708 0.06
H -2.032 -0.669 -2.042 0.11
H -1.445 -2.657 -0.940 0.11
H -0.070 -2.418 -2.112 0.17
H -2.391 0.534 0.297 0.11
H -2.517 -1.184 0.520 0.18
```

Output
energy	-1155.200803	Eh
energy above the lowest of the compared OMol25 structures with the same formula, charge and spin	0.0	kcal per mole
HOMO energy	-8.9	eV
max |F|	0.073	Eh/bohr


Entry 8:
DFT (the ωB97M-V functional and the def2-TZVPD basis) results for the ion C7H8N2OP with charge +1 in a non-equilibrium geometry.

Geometry as XYZ:
```
19
Properties=species:S:1:pos:R:3:lowdin_charge:R:1
C 0.883 -0.374 0.844 -0.03
C 0.903 0.968 -1.192 0.03
C -0.367 -0.853 0.528 0.04
C -0.355 0.372 -1.535 0.04
C 1.494 0.541 0.008 -0.35
C -1.081 -0.440 -0.668 -0.24
C -3.229 -1.485 -0.355 0.00
N 2.719 2.959 1.173 -0.08
N 2.789 1.134 0.200 -0.11
O -2.283 -0.751 -1.063 -0.01
P 3.393 1.677 1.580 0.80
H 1.252 -0.595 1.848 0.12
H 1.583 1.691 -1.895 0.19
H -0.891 -1.314 1.330 0.11
H -0.736 0.551 -2.567 0.14
H -3.124 -1.286 0.654 0.07
H -3.087 -2.565 -0.648 0.14
H -4.097 -1.046 -0.685 0.08
H 4.234 0.816 2.441 0.05
```

Output
energy	-797.130179	Eh
energy above the lowest of the compared OMol25 structures with the same formula, charge and spin	66.6	kcal per mole
HOMO energy (spin up / spin down)	-12.8 / -12.7	eV
net charge	+1
max |F|	0.087	Eh/bohr